C40H50BBrF6N5O14PS2 | ωB97M-V/def2-TZVPD

```
120
Properties=species:S:1:pos:R:3
O 5.311 -4.074 4.805
C 5.269 -3.489 3.743
O 5.022 -4.232 2.628
C 5.521 -1.981 3.639
C 4.211 -1.165 3.436
C 3.457 -1.688 2.214
C 3.927 -1.278 0.966
C 5.100 -0.313 0.793
C 4.495 1.114 0.644
C 5.557 2.174 0.272
C 5.350 2.807 -1.097
F 5.402 1.860 -2.059
F 6.398 3.655 -1.325
C 4.056 3.669 -1.223
F 4.288 4.667 -2.097
F 3.688 4.230 -0.076
F 3.055 2.950 -1.739
C 3.297 -1.733 -0.201
Br 3.923 -1.142 -1.914
C 2.218 -2.570 -0.070
C 1.730 -2.977 1.165
C 2.351 -2.537 2.325
B 1.820 -2.950 3.783
O 1.332 -1.979 4.673
O 1.841 -4.264 4.126
C 0.495 -3.870 1.157
O 0.332 -4.802 1.909
C -0.515 -3.503 0.076
C -1.868 -3.580 0.285
F -2.263 -4.035 1.485
C -2.809 -3.228 -0.660
C -4.308 -3.340 -0.452
C -4.823 -2.850 0.916
C -4.910 -1.307 1.042
S -6.574 -0.915 1.760
C -6.332 0.362 3.009
S -6.301 0.025 4.582
N -6.216 1.698 2.536
C -5.363 2.061 1.543
C -5.552 3.432 1.429
N -6.506 3.791 2.323
C -6.936 2.775 2.996
C -2.302 -2.779 -1.885
C -3.235 -2.347 -3.017
P -3.782 -3.771 -4.037
O -3.645 -3.396 -5.459
O -2.863 -5.048 -3.755
O -5.340 -4.081 -3.756
C -0.940 -2.706 -2.130
C -0.421 -2.215 -3.459
O -0.591 -0.798 -3.532
O -0.031 -0.314 -4.731
C -0.036 -3.081 -1.151
C 1.464 -3.077 -1.297
O 2.069 -3.472 -2.269
H 5.146 -3.684 1.839
H 6.044 -1.686 4.554
H 6.234 -1.820 2.818
H 3.618 -1.166 4.351
H 4.463 -0.118 3.235
H 5.715 -0.286 1.694
H 5.719 -0.586 -0.064
H 4.133 1.383 1.647
H 3.612 1.128 -0.004
H 5.572 3.004 0.992
H 6.580 1.773 0.280
H 2.034 -1.778 5.305
H 1.688 -4.279 5.083
H -4.554 -4.413 -0.512
H -4.905 -2.855 -1.225
H -4.277 -3.235 1.778
H -5.848 -3.235 1.018
H -4.820 -0.770 0.093
H -4.194 -0.939 1.786
H -4.690 1.441 0.973
H -5.045 4.106 0.754
H -7.690 2.711 3.764
H -2.739 -1.667 -3.713
H -4.098 -1.795 -2.631
H -2.921 -5.567 -4.574
H -5.885 -3.307 -3.948
H -1.004 -2.659 -4.292
H 0.628 -2.457 -3.655
H -0.051 -1.016 -5.402
C -3.016 5.877 5.537
O -3.459 4.895 6.099
N -3.628 6.536 4.534
C -3.040 7.703 3.909
C -4.920 6.057 4.066
H -2.043 6.320 5.815
H -3.708 8.559 4.029
H -2.892 7.512 2.843
H -2.079 7.937 4.364
H -5.631 6.072 4.893
H -4.823 5.033 3.714
H -5.287 6.686 3.258
C -1.833 -4.463 -9.829
O -1.275 -4.815 -10.850
N -3.167 -4.420 -9.652
C -3.767 -3.989 -8.401
C -4.028 -4.820 -10.751
H -1.269 -4.141 -8.936
H -4.376 -4.798 -7.993
H -4.400 -3.119 -8.584
H -3.004 -3.724 -7.677
H -3.811 -5.852 -11.029
H -3.835 -4.183 -11.616
H -5.071 -4.731 -10.458
C 6.044 4.699 3.480
O 4.894 4.322 3.601
N 6.423 5.958 3.192
C 7.817 6.334 3.059
C 5.396 6.970 3.007
H 6.898 4.009 3.601
H 8.058 7.105 3.793
H 7.996 6.725 2.056
H 8.462 5.474 3.224
H 4.799 7.055 3.916
H 4.737 6.677 2.188
H 5.854 7.930 2.780
```

Summary:
highest occupied orbital energy = -8.98 eV
lowest unoccupied orbital energy = -0.042 hartree
total energy = -196391.3826 eV
orbital gap = 7.84 eV